Entry 1:
The following is a quantum chemistry calculation of a 7-piece molecular cluster, C9H16Cl19P overall, from the Open Molecules 2025 dataset.

Last column: natural (NBO) charge in e.
Element x y z (Å)
C: 3.453 -2.624 4.824  -0.64
C: 2.929 -1.235 4.472  -0.15
Cl: 3.175 -0.958 2.695  -0.12
C: 1.477 -1.000 4.848  -0.78
P: 0.182 -2.243 4.150  0.64
H: 4.540 -2.620 4.818  0.23
H: 3.087 -2.931 5.801  0.22
H: 3.134 -3.340 4.070  0.22
H: 3.553 -0.471 4.932  0.21
H: 1.196 0.029 4.614  0.22
H: 1.431 -1.094 5.940  0.22
H: -0.792 -1.208 4.117  -0.03
H: 0.298 -3.047 5.313  -0.03
H: 0.992 -2.530 3.023  -0.02
H: -0.825 -3.179 3.641  -0.18
Cl: 3.048 1.278 -1.001  0.01
C: 2.332 1.906 0.485  -0.29
Cl: 3.405 3.071 1.256  0.02
Cl: 0.746 2.614 0.169  0.01
H: 2.198 1.078 1.168  0.24
Cl: -2.502 2.487 -2.079  0.02
C: -3.278 3.110 -0.623  -0.29
Cl: -2.271 4.330 0.155  0.03
Cl: -4.876 3.754 -1.004  0.02
H: -3.400 2.286 0.067  0.23
Cl: -4.821 2.154 -5.432  0.02
C: -4.681 3.807 -4.836  -0.29
Cl: -3.808 4.819 -5.987  0.02
Cl: -6.270 4.485 -4.477  0.02
H: -4.114 3.781 -3.915  0.23
Cl: 6.838 3.532 2.020  0.02
C: 7.158 2.339 3.280  -0.29
Cl: 5.815 1.203 3.399  0.02
Cl: 8.673 1.490 2.977  0.02
H: 7.251 2.863 4.222  0.23
Cl: -1.688 0.507 -4.538  0.03
C: -2.367 -1.088 -4.840  -0.28
Cl: -3.658 -1.447 -3.694  0.02
Cl: -2.953 -1.209 -6.503  0.01
H: -1.584 -1.822 -4.706  0.23
Cl: -6.200 -5.043 -6.078  0.02
C: -4.610 -4.466 -6.575  -0.29
Cl: -3.395 -4.847 -5.356  0.01
Cl: -4.158 -5.131 -8.144  0.02
H: -4.657 -3.390 -6.668  0.23

For the total energy, the calculation gives -9437.391806 Ha. The value obtained for the gap between HOMO and LUMO is 8.746 eV. Its SMILES is C[C@@H](Cl)C[PH4].ClC(Cl)Cl.ClC(Cl)Cl.ClC(Cl)Cl.ClC(Cl)Cl.ClC(Cl)Cl.ClC(Cl)Cl. The charge is 0. Its energy above the lowest of the compared OMol25 structures with the same formula, charge and spin is 0.000 eV. For the maximum force, the calculation gives 0.009 Eh/bohr. The value obtained for the HOMO energy is -8.530 eV.



Entry 2:
The following is a quantum chemistry calculation of one molecule with the formula C9H16Cl3O3PS2 in a non-equilibrium geometry, from the Open Molecules 2025 dataset.

Last column: natural (NBO) charge in e.
Element x y z (Å)
C: 0.380 1.010 -4.674  -0.62
C: 0.766 -0.197 -3.873  -0.07
O: 1.248 0.233 -2.602  -0.81
P: 1.147 -0.869 -1.375  1.67
S: 1.928 -2.558 -2.003  -0.62
O: 2.010 -0.320 -0.055  -0.80
C: 2.526 -1.368 0.776  -0.07
C: 2.985 -0.840 2.113  -0.62
S: -0.902 -1.275 -0.875  0.04
C: -1.170 0.100 0.305  0.11
Cl: -0.559 1.677 -0.375  -0.02
O: -0.470 -0.260 1.493  -0.56
C: -0.581 0.615 2.623  -0.08
C: -2.046 0.686 3.061  -0.44
C: -2.920 1.144 1.857  -0.45
C: -2.683 0.195 0.648  -0.09
Cl: -3.369 -1.420 1.034  0.01
Cl: -3.599 0.868 -0.676  0.03
H: -0.453 1.541 -4.129  0.21
H: 1.225 1.661 -4.755  0.21
H: 0.016 0.756 -5.688  0.22
H: -0.112 -0.826 -3.731  0.19
H: 1.555 -0.752 -4.392  0.20
H: 3.361 -1.909 0.268  0.20
H: 1.720 -2.064 0.977  0.19
H: 3.729 -0.048 1.896  0.21
H: 3.419 -1.711 2.690  0.22
H: 2.172 -0.377 2.607  0.20
H: 0.032 0.206 3.445  0.21
H: -0.221 1.617 2.381  0.19
H: -2.348 -0.279 3.472  0.22
H: -2.153 1.445 3.848  0.22
H: -2.671 2.210 1.574  0.24
H: -3.963 1.108 2.134  0.24

For the total energy, the calculation gives -3096.609912 Ha. The value obtained for the gap between HOMO and LUMO is 9.167 eV. Its SMILES is CCOP(=S)(OCC)S[C@]1(Cl)OCCCC1(Cl)Cl. The charge is 0. Its energy above the lowest of the compared OMol25 structures with the same formula, charge and spin is 0.000 eV. For the maximum force, the calculation gives 0.054 Eh/bohr. The value obtained for the HOMO energy is -8.648 eV.



Entry 3:
The following is a quantum chemistry calculation of C9H16ClLuNOPd as an isolated structure in a non-equilibrium geometry, from the Open Molecules 2025 dataset.

Last column: natural (NBO) charge in e.
Element x y z (Å)
Lu: 0.661 2.165 -2.479  1.39
Cl: -1.500 3.148 -2.793  -0.68
C: 1.762 1.915 -4.471  -1.34
C: 1.922 3.891 -1.561  -1.36
H: 2.679 2.522 -4.425  0.20
H: 2.056 0.892 -4.731  0.20
H: 1.148 2.306 -5.292  0.20
H: 2.881 4.007 -2.088  0.19
H: 2.119 3.763 -0.489  0.21
H: 1.341 4.817 -1.699  0.19
Pd: -0.138 0.492 -0.761  0.32
C: -0.105 -0.089 -2.606  -1.18
C: 0.264 -0.977 1.559  0.10
H: 0.801 -0.089 -3.239  0.23
H: -0.281 -1.094 -2.205  0.20
H: -1.012 0.236 -3.128  0.20
H: 1.160 -0.695 2.144  0.12
H: 0.466 -1.734 0.774  0.12
O: -0.509 0.057 1.211  -0.91
N: -0.525 -1.819 2.650  -0.40
C: -1.079 -2.978 2.250  -0.02
C: -2.022 -3.621 3.036  -0.27
C: -2.420 -3.040 4.244  -0.38
C: -1.790 -1.863 4.663  -0.26
C: -0.840 -1.275 3.846  -0.03
H: -0.762 -3.326 1.267  0.20
H: -2.430 -4.567 2.679  0.19
H: -3.191 -3.503 4.861  0.18
H: -2.028 -1.393 5.616  0.19
H: -0.343 -0.337 4.082  0.21

As for the multiplicity: 4. For the total energy, the calculation gives -2305.950087 Ha. The value obtained for the gap between HOMO and LUMO (spin up / spin down) is 2.139 / 6.865 eV. As for the expectation value of S²: 3.77. The charge is -2. Its energy above the lowest of the compared OMol25 structures with the same formula, charge and spin is 0.000 eV. For the maximum force, the calculation gives 0.066 Eh/bohr. The value obtained for the HOMO energy (spin up / spin down) is 3.067 / -1.744 eV.



Entry 4:
The following is a quantum chemistry calculation of C9H16CsN4O4Te as an isolated structure, from the Open Molecules 2025 dataset.

Last column: Löwdin charge in e.
Element x y z (Å)
Cs: -2.443 0.548 -0.842  1.01
O: 0.787 -2.646 -2.429  -0.02
C: 0.163 -1.737 -1.884  -0.67
O: -1.100 -1.562 -1.876  -0.33
C: 1.001 -0.641 -1.075  -0.64
O: 2.229 -0.708 -1.072  -0.01
O: 0.306 0.237 -0.441  -0.33
C: -3.202 3.271 -5.356  -0.49
Te: -2.687 3.789 -3.352  1.04
C: -0.779 2.838 -3.439  -0.47
H: -3.187 2.190 -5.469  0.00
H: -2.502 3.732 -6.047  0.00
H: -4.205 3.642 -5.555  -0.01
H: -0.090 3.454 -4.007  0.00
H: -0.886 1.853 -3.888  0.01
H: -0.404 2.714 -2.425  -0.01
C: 2.623 -0.439 2.071  -0.07
C: 1.934 -1.666 2.669  -0.40
C: 1.316 -2.570 1.603  -0.05
C: 0.954 -1.332 3.790  -0.12
N: -0.305 -0.712 3.370  -0.10
C: -0.642 0.000 2.292  -0.16
N: -1.896 0.382 2.427  -0.03
N: -2.310 -0.109 3.617  -0.07
N: -1.371 -0.762 4.189  0.02
H: 3.496 -0.751 1.499  0.08
H: 2.953 0.246 2.859  0.07
H: 2.001 0.102 1.359  0.05
H: 2.708 -2.246 3.186  0.13
H: 0.480 -2.088 1.097  0.07
H: 0.951 -3.502 2.044  0.08
H: 2.044 -2.809 0.829  0.09
H: 1.415 -0.658 4.516  0.12
H: 0.659 -2.240 4.316  0.12
H: -0.012 0.178 1.423  0.08

For the total energy, the calculation gives -1160.747139 Ha. The value obtained for the gap between HOMO and LUMO is 5.727 eV. The charge is -1. Its energy above the lowest of the compared OMol25 structures with the same formula, charge and spin is 0.000 eV. For the maximum force, the calculation gives 0.004 Eh/bohr. The value obtained for the HOMO energy is -3.994 eV.



Entry 5:
The following is a quantum chemistry calculation of a 2-piece molecular cluster, C9H16F6N2O5S overall in a non-equilibrium geometry, from the Open Molecules 2025 dataset.

Last column: natural (NBO) charge in e.
Element x y z (Å)
O: -0.185 -2.757 2.585  -0.82
S: -0.218 -1.405 1.799  2.23
O: 0.704 -0.398 2.592  -0.81
F: 0.538 -1.656 0.261  -0.45
N: -1.798 -0.668 1.705  -0.64
C: -2.532 -1.010 0.428  -0.26
C: -2.304 0.056 -0.802  -0.42
C: -2.327 1.645 -0.327  -0.50
C: -0.926 2.160 0.353  0.66
F: 0.210 1.269 -0.057  -0.34
F: -1.077 2.261 1.843  -0.35
C: -0.480 3.690 -0.138  0.94
F: -1.631 4.581 -0.414  -0.32
F: 0.343 3.468 -1.384  -0.33
F: 0.465 4.210 0.883  -0.31
C: -2.608 -0.961 2.949  0.02
O: -3.678 0.071 3.151  -0.26
O: -3.370 0.841 4.173  -0.41
H: -3.691 -1.026 0.671  0.24
H: -2.188 -2.092 0.090  0.23
H: -3.251 -0.065 -1.518  0.24
H: -1.370 -0.199 -1.486  0.25
H: -2.448 2.266 -1.340  0.26
H: -3.300 1.920 0.305  0.27
H: -3.078 -2.058 2.944  0.21
H: -1.847 -0.893 3.865  0.24
H: -2.498 1.291 3.959  0.46
C: 4.703 -1.862 -1.527  -0.40
N: 3.688 -1.282 -2.381  -0.44
C: 3.013 -0.077 -1.946  -0.42
C: 3.343 -1.840 -3.594  0.53
O: 2.497 -1.403 -4.363  -0.62
H: 4.251 -2.119 -0.565  0.20
H: 5.499 -1.128 -1.376  0.19
H: 5.127 -2.764 -1.977  0.21
H: 1.939 -0.274 -1.878  0.21
H: 3.181 0.712 -2.685  0.21
H: 3.390 0.246 -0.971  0.21
H: 3.916 -2.753 -3.827  0.11

For the total energy, the calculation gives -1835.272593 Ha. The value obtained for the gap between HOMO and LUMO is 7.651 eV. Its SMILES is O=S(=O)(F)N(CCCC(F)(F)C(F)(F)F)COO.CN(C)C=O. The charge is 0. For the maximum force, the calculation gives 0.176 Eh/bohr. The value obtained for the HOMO energy is -9.178 eV.



Entry 6:
The following is a quantum chemistry calculation of C9H16I2N5O3 as an isolated structure in a non-equilibrium geometry, from the Open Molecules 2025 dataset.

Last column: natural (NBO) charge in e.
Element x y z (Å)
C: -0.603 3.682 -1.172  -0.65
C: -1.102 3.116 0.223  -0.38
I: -2.385 4.637 1.058  0.18
C: -1.841 1.736 -0.126  -0.23
I: -3.920 1.926 -0.660  0.26
N: -1.544 0.700 0.874  -0.24
C: -0.380 -0.045 0.871  0.59
N: 0.613 0.040 0.009  -0.57
C: 1.863 -0.766 0.076  -0.22
C: 2.217 -1.182 -1.402  -0.41
C: 1.678 -2.616 -1.715  -0.43
C: 2.363 -3.743 -0.885  -0.07
O: 1.541 -4.921 -0.982  -0.70
N: -0.386 -0.915 1.931  -0.49
C: -1.532 -0.732 2.620  0.27
N: -2.177 0.250 1.971  0.08
O: -3.368 0.699 2.440  -0.25
N: -3.293 2.031 3.015  0.44
O: -2.455 2.126 3.798  -0.17
H: 0.431 3.350 -1.403  0.22
H: -1.259 3.283 -1.983  0.22
H: -0.709 4.782 -1.233  0.26
H: -0.220 2.881 0.857  0.24
H: -1.337 1.394 -1.057  0.24
H: 0.568 0.724 -0.739  0.41
H: 1.737 -1.630 0.747  0.25
H: 2.654 -0.076 0.440  0.22
H: 3.303 -1.055 -1.590  0.23
H: 1.709 -0.490 -2.117  0.20
H: 0.574 -2.598 -1.570  0.21
H: 1.859 -2.826 -2.791  0.22
H: 2.434 -3.521 0.197  0.17
H: 3.388 -3.917 -1.280  0.17
H: 1.446 -5.060 -1.937  0.46
H: -1.865 -1.264 3.516  0.27

For the total energy, the calculation gives -1446.963255 Ha. The value obtained for the gap between HOMO and LUMO is 7.927 eV. The charge is +1. For the maximum force, the calculation gives 0.085 Eh/bohr. The value obtained for the HOMO energy is -12.360 eV.



Entry 7:
The following is a quantum chemistry calculation of C9H16N2 as an isolated structure in a non-equilibrium geometry, from the Open Molecules 2025 dataset.

Last column: natural (NBO) charge in e.
Element x y z (Å)
C: 0.247 -1.996 0.310  0.19
C: 0.248 1.086 -1.040  -0.34
C: -0.909 0.267 -1.014  -0.32
C: -1.979 1.067 1.128  -0.65
C: -2.855 -0.947 -0.162  -0.65
C: 2.377 -0.625 -1.007  -0.42
C: 2.271 1.017 0.766  -0.41
C: 0.878 -0.871 0.775  -0.04
C: -1.809 0.108 -0.002  -0.03
N: -0.286 -2.982 0.011  -0.29
N: 1.533 0.034 -0.016  -0.38
H: 0.758 1.180 -1.988  0.19
H: 0.257 1.994 -0.456  0.18
H: -0.970 -0.457 -1.820  0.20
H: -2.016 0.546 2.085  0.20
H: -1.190 1.814 1.155  0.20
H: -2.934 1.587 1.001  0.22
H: -3.264 -0.927 -1.171  0.21
H: -3.665 -0.822 0.551  0.20
H: -2.398 -1.932 -0.023  0.23
H: 2.870 0.106 -1.645  0.21
H: 3.139 -1.224 -0.496  0.20
H: 1.766 -1.296 -1.607  0.23
H: 2.741 1.747 0.109  0.22
H: 1.591 1.533 1.443  0.21
H: 3.042 0.525 1.364  0.20
H: 0.557 -0.531 1.750  0.23

As for the multiplicity: 3. For the total energy, the calculation gives -461.833114 Ha. The value obtained for the gap between HOMO and LUMO (spin up / spin down) is 5.451 / 7.011 eV. As for the expectation value of S²: 2.04. The charge is 0. Its energy above the lowest of the compared OMol25 structures with the same formula, charge and spin is 1.017 eV. For the maximum force, the calculation gives 0.087 Eh/bohr. The value obtained for the HOMO energy (spin up / spin down) is -4.828 / -8.370 eV.